No. 1
C4H4O2S | ωB97M-V/def2-TZVPD

Energy relative to the best compared isomer or geometry (same formula, charge and spin)   373.72 kJ/mol
E_LUMO   -0.0096 Eh
Calculated total energy   -19139.11787 eV
Total charge   0
SMILES string   O=C/C=C\SC=O
Kohn-Sham gap   9.3 eV

XYZ file:
```
11
Properties=species:S:1:pos:R:3:forces:R:3
O -0.6476 -1.6579 0.2590 0.3 0.1 -1.8
C -0.5509 -1.3386 -0.9148 -1.0 -0.9 1.6
C 0.6950 -0.3769 -1.2334 -0.8 0.7 -2.1
C 1.0724 0.6831 -0.4309 -0.9 -3.8 -1.3
S 0.9931 0.9248 1.2960 -0.4 0.5 -0.2
C -0.6802 0.8647 1.8136 -3.6 -0.1 -0.5
O -1.7091 0.5151 1.1572 4.3 1.9 3.1
H -1.5772 -1.8059 -1.5975 3.5 1.8 0.8
H 1.2642 -0.3867 -2.3168 -2.0 -0.1 2.7
H 1.7730 1.2340 -0.9840 1.2 1.2 0.2
H -0.6327 1.3442 2.9516 -0.6 -1.4 -2.5
```
Forces are in eV/Å.

natural (NBO) population analysis, charges in e, atoms 1 to 2: atom 1 (O): -0.514, atom 2 (C): 0.369

***

No. 2
C4H4O2S2 | ωB97M-V/def2-TZVPD

Energy relative to the best compared isomer or geometry (same formula, charge and spin)   134.76 kJ/mol
E_LUMO   -0.0121 Eh
Calculated total energy   -29976.33218 eV
Total charge   0
SMILES string   O=C1SC[C@@H]1C(O)=S
Kohn-Sham gap   8.9 eV

XYZ file:
```
12
Properties=species:S:1:pos:R:3:forces:R:3
O -0.0828 0.1563 2.7503 1.9 -0.8 -3.0
C 0.4389 -0.1538 1.6932 -1.3 0.4 1.7
S 2.1327 -0.8101 1.1535 -2.1 0.8 0.5
C 1.0508 -0.8540 -0.3305 4.4 -1.9 -3.8
C -0.1724 -0.3258 0.2319 -0.4 1.8 1.5
C -1.0308 0.7505 -0.4433 -1.2 -0.4 -0.9
O -0.4762 1.8239 -0.9524 0.9 2.2 -1.8
S -2.6096 0.5511 -0.7433 -0.7 -0.7 0.4
H 0.9931 -1.9493 -0.7096 -0.2 1.8 0.7
H 1.5393 -0.3373 -1.2044 -0.6 -0.1 1.0
H -0.6942 -1.2267 0.1885 -2.2 -0.9 0.9
H -1.0886 2.3751 -1.6338 1.5 -2.3 2.7
```
Forces are in eV/Å.

natural (NBO) population analysis, charges in e, atoms 1 to 2: atom 1 (O): -0.498, atom 2 (C): 0.505

***

No. 3
C4H4O3 | ωB97M-V/def2-TZVPD

Energy relative to the best compared isomer or geometry (same formula, charge and spin)   227.48 kJ/mol
E_LUMO   -0.0198 Eh
Calculated total energy   -10352.85447 eV
Total charge   0
SMILES string   C=COC(=O)C=O
Kohn-Sham gap   9.7 eV

XYZ file:
```
11
Properties=species:S:1:pos:R:3:forces:R:3
C -2.0567 0.1532 -0.5788 0.3 -0.1 -0.4
C -0.7425 0.0389 -0.5616 -0.3 0.2 -0.2
O 0.0080 -1.1251 -0.2862 -0.9 0.1 -0.2
C 0.7761 -0.7293 0.7581 0.5 0.1 0.5
O 0.7062 -1.1641 1.8690 0.1 0.0 -0.7
C 1.8993 0.2639 0.3692 0.4 0.0 -0.5
O 1.8622 1.1634 -0.4326 0.0 -0.6 0.7
H -2.3862 1.1778 -0.5566 -0.3 0.1 -0.5
H -2.7762 -0.6347 -0.7160 0.0 -0.3 0.6
H -0.1166 0.8958 -0.7389 0.0 0.2 0.3
H 2.8265 -0.0397 0.8743 0.2 0.3 0.2
```
Forces are in eV/Å.

natural (NBO) population analysis, charges in e, atoms 1 to 2: atom 1 (C): -0.431, atom 2 (C): 0.073

***

No. 4
C4H4O3 | ωB97M-V/def2-TZVPD

Energy relative to the best compared isomer or geometry (same formula, charge and spin)   269.41 kJ/mol
E_LUMO   -0.0390 Eh
Calculated total energy   -10352.41989 eV
Total charge   0
SMILES string   CC(=O)C(=O)C=O
Kohn-Sham gap   8.5 eV

XYZ file:
```
11
Properties=species:S:1:pos:R:3:forces:R:3
C 0.4373 0.6388 1.5915 0.3 -1.5 0.0
C 0.6410 0.3544 0.1904 0.4 1.5 -1.1
O 1.6955 0.3839 -0.3995 -0.3 -0.1 -0.5
C -0.6796 -0.1304 -0.4544 -0.4 0.3 -0.2
O -1.7590 0.0366 0.0663 0.6 -0.1 -0.4
C -0.5630 -0.7855 -1.8101 0.2 -0.4 -0.3
O 0.2821 -1.6107 -2.0363 -0.5 0.3 0.0
H -0.5279 1.1127 1.8646 0.5 -1.3 -0.1
H 1.2884 1.0924 2.1133 -0.1 -0.6 -0.3
H 0.5305 -0.6143 1.4009 -0.7 2.0 3.0
H -1.3454 -0.4778 -2.5266 0.0 -0.1 -0.1
```
Forces are in eV/Å.

natural (NBO) population analysis, charges in e, atoms 1 to 2: atom 1 (C): -0.620, atom 2 (C): 0.393

***

No. 5
C4H4O3 | ωB97M-V/def2-TZVPD

Energy relative to the best compared isomer or geometry (same formula, charge and spin)   236.39 kJ/mol
E_LUMO   -0.0135 Eh
Calculated total energy   -10352.76216 eV
Total charge   0
SMILES string   C=C(C=O)OC=O
Kohn-Sham gap   10.0 eV

XYZ file:
```
11
Properties=species:S:1:pos:R:3:forces:R:3
C 1.0947 0.2653 0.6348 1.0 2.0 -1.4
C 0.4013 -0.2880 -0.3707 -0.6 -1.1 4.2
C 0.1748 -1.7575 0.0905 0.5 -0.6 -4.0
O 0.9423 -2.4849 0.6502 -0.1 0.6 0.7
O -0.6459 0.2915 -1.0318 0.5 -0.7 -1.2
C -1.2540 1.4102 -0.5911 -0.6 0.5 0.9
O -1.9701 2.0655 -1.2760 0.3 -0.2 0.0
H 1.0871 1.3296 0.8207 0.0 0.2 0.0
H 1.9279 -0.2479 1.0830 -0.4 -0.6 0.4
H -0.6584 -2.1755 -0.5066 -0.7 -0.1 0.8
H -1.0997 1.5916 0.4971 0.1 -0.1 -0.4
```
Forces are in eV/Å.

natural (NBO) population analysis, charges in e, atoms 1 to 2: atom 1 (C): -0.369, atom 2 (C): 0.165

***

No. 6
C4H4O3S | ωB97M-V/def2-TZVPD

Energy relative to the best compared isomer or geometry (same formula, charge and spin)   54.20 kJ/mol
E_LUMO   -0.0307 Eh
Calculated total energy   -21190.14867 eV
Total charge   0
SMILES string   C[C@@H]1OC(=O)C(=S)O1
Kohn-Sham gap   8.6 eV

XYZ file:
```
12
Properties=species:S:1:pos:R:3:forces:R:3
C 2.5645 -0.7378 0.5708 0.6 0.2 -0.5
C 1.5470 -0.2875 -0.4512 0.3 0.2 -0.1
O 1.1572 1.0608 -0.2223 -0.2 -0.1 0.0
C -0.1875 1.1201 -0.0102 -0.3 1.0 0.1
O -0.7943 2.1306 0.1940 0.6 -0.9 -0.2
C -0.6983 -0.3036 -0.0852 -0.5 0.0 0.1
S -2.2165 -0.7987 0.1133 0.4 0.1 -0.1
O 0.3575 -1.0715 -0.3326 0.0 -0.3 0.0
H 2.8054 -1.7900 0.3788 0.0 0.3 0.1
H 3.4862 -0.1170 0.4742 -0.7 -0.5 0.1
H 2.1651 -0.6369 1.5759 -0.1 0.0 0.1
H 1.8886 -0.3840 -1.4994 0.0 0.1 0.5
```
Forces are in eV/Å.

natural (NBO) population analysis, charges in e, atoms 1 to 2: atom 1 (C): -0.648, atom 2 (C): 0.372

***

No. 7
C4H4O3S | ωB97M-V/def2-TZVPD

Energy relative to the best compared isomer or geometry (same formula, charge and spin)   403.94 kJ/mol
E_LUMO   -0.0328 Eh
Calculated total energy   -21186.52387 eV
Total charge   0
SMILES string   O=C[C@]1(O)CSC1=O
Kohn-Sham gap   8.3 eV

XYZ file:
```
12
Properties=species:S:1:pos:R:3:forces:R:3
O 2.1650 0.5152 -0.9157 -7.4 -4.6 -1.5
C 0.9646 -0.1539 -0.9977 5.5 3.0 -1.0
C 0.1750 -0.0778 0.2962 -0.8 3.6 -0.9
O 0.9880 -0.0326 1.3238 3.6 1.2 3.4
C -1.0469 -0.9555 0.3592 1.2 -2.9 -2.0
S -2.1808 0.1709 -0.4402 -0.1 1.2 0.6
C -0.8043 1.3534 0.0982 1.1 -2.1 -0.7
O -0.5740 2.4992 0.1626 -0.6 -0.2 0.0
H 0.4431 -0.7830 -1.9841 1.9 2.0 2.5
H 1.8628 0.5784 1.2891 -3.2 -2.1 -0.9
H -1.3788 -1.4794 1.3349 0.8 1.0 -1.8
H -0.6136 -1.6349 -0.5263 -2.0 -0.3 2.3
```
Forces are in eV/Å.

natural (NBO) population analysis, charges in e, atoms 1 to 2: atom 1 (O): -0.547, atom 2 (C): 0.358

***

No. 8
C4H4O3S | ωB97M-V/def2-TZVPD

Energy relative to the best compared isomer or geometry (same formula, charge and spin)   284.06 kJ/mol
E_LUMO   0.0074 Eh
Calculated total energy   -21187.76634 eV
Total charge   0
SMILES string   COC=C=O.O=C=S
Kohn-Sham gap   9.0 eV

XYZ file:
```
12
Properties=species:S:1:pos:R:3:forces:R:3
C -1.5314 0.6746 0.2750 -0.2 3.8 -1.2
O -0.2205 0.4542 0.5768 2.4 -1.2 0.4
C 0.3425 -0.8349 0.4033 -1.8 0.5 0.1
C -0.0640 -1.8299 -0.3587 -1.7 0.3 -0.6
O -0.5820 -2.6499 -1.0156 1.0 0.4 0.4
H -2.2080 0.2190 0.9135 -1.3 -1.5 1.2
H -1.6529 0.3968 -0.7736 -0.8 0.4 -0.1
H -1.7065 1.8585 0.5048 0.4 -2.8 -1.1
H 0.9731 -1.0669 1.1890 1.5 -0.5 1.1
O 1.8182 0.6242 -1.7368 -0.4 -0.6 -0.8
C 2.1561 0.8290 -0.6611 0.1 0.6 -1.4
S 2.6752 1.3254 0.6835 0.9 0.4 1.9
```
Forces are in eV/Å.

natural (NBO) population analysis, charges in e, atoms 1 to 2: atom 1 (C): -0.230, atom 2 (O): -0.512

***

No. 9
C4H4O5Tl | ωB97M-V/def2-TZVPD

Energy relative to the best compared isomer or geometry (same formula, charge and spin)   371.94 kJ/mol
E_LUMO (spin up / spin down)   0.0991 / 0.0961 Eh
Calculated total energy   -19141.41768 eV
Total charge   -1
Kohn-Sham gap (spin up / spin down)   6.4 / 5.8 eV

XYZ file:
```
14
Properties=species:S:1:pos:R:3:forces:R:3
O -1.2369 0.1200 1.2885 0.1 1.4 -0.4
C -0.2029 -0.6015 1.4469 -0.5 -2.0 5.0
O 0.0711 -1.0779 2.5725 0.5 0.5 -3.1
Tl -1.9959 0.5797 -0.6853 -1.0 1.1 -0.9
C -0.9977 -2.1275 0.1813 1.0 -2.2 1.2
O -1.5520 -1.6688 -0.8010 -0.3 0.4 -1.1
O -0.9122 -3.2034 0.7073 0.2 0.9 -0.1
O 1.5022 0.2810 0.8961 0.1 2.0 -1.6
C 1.3002 1.3663 0.1535 -2.7 -3.4 1.6
H 0.4738 1.9890 0.5718 1.0 0.7 0.3
C 0.9369 1.1094 -1.2898 1.3 0.9 -1.1
H 0.2836 1.9401 -1.6089 0.1 -0.4 -0.2
H 1.8333 1.1762 -1.9262 -0.2 -0.2 -0.1
H 0.4963 0.1174 -1.5067 0.1 0.3 0.4
```
Forces are in eV/Å.

Mulliken population analysis, charges in e, atoms 1 to 2: atom 1 (O): -0.572, atom 2 (C): 0.523

***

No. 10
C4H4O5Tl | ωB97M-V/def2-TZVPD

Multiplicity   2
Energy relative to the best compared isomer or geometry (same formula, charge and spin)   275.96 kJ/mol
E_LUMO (spin up / spin down)   -0.0433 / -0.1011 Eh
Calculated total energy   -19138.43143 eV
Total charge   0
Kohn-Sham gap (spin up / spin down)   7.9 / 6.5 eV
Expectation value of S²   0.757

XYZ file:
```
14
Properties=species:S:1:pos:R:3:forces:R:3
O -0.7984 0.0402 0.1344 -0.7 1.8 -1.0
H 1.3049 2.6371 -1.9640 -0.2 -0.2 0.2
O 1.2838 -0.4316 0.8109 3.6 1.5 -0.1
O 1.0041 0.8137 -1.0866 0.0 -0.8 0.3
C 0.5251 2.0971 -1.4104 -0.2 0.3 -0.1
C 0.2128 2.7376 -0.0374 -0.2 0.3 -0.1
O 0.5683 1.7437 0.8920 0.1 -0.8 0.4
C 0.5033 0.4733 0.2181 0.0 4.0 -1.9
H -0.3781 2.0408 -2.0398 0.2 0.0 0.2
H -0.8551 2.9969 0.0477 0.3 -0.1 0.0
H 0.8118 3.6371 0.1588 -0.1 -0.3 0.0
Tl -0.2100 -1.5890 1.1373 -1.4 -4.0 4.4
C -1.3703 -2.6651 -0.2574 -7.3 -4.3 -4.9
O -2.3939 -3.1004 -0.6967 5.8 2.6 2.9
```
Forces are in eV/Å.

Mulliken population analysis, charges in e, atoms 1 to 2: atom 1 (O): -0.726, atom 2 (H): 0.268